Entry 1:
Entry from OMol25: 10 unconnected molecules or ions with the total composition C40H60O30 (ωB97M-V with the def2-TZVPD basis set).

Each line ends with the Mulliken spin population.
Positions of all 130 atoms, in Å:
C  1.367  3.237  -2.110  0.00
C  0.697  3.710  -3.421  0.00
C  -0.439  2.897  -3.887  0.00
O  -1.546  3.632  -3.612  0.00
C  -1.217  4.852  -3.260  0.00
O  -2.003  5.736  -2.938  0.00
O  0.128  4.929  -3.130  0.00
H  0.554  2.908  -1.463  0.00
H  1.950  4.052  -1.681  0.00
H  2.008  2.422  -2.447  0.00
H  1.468  3.790  -4.187  0.00
H  -0.430  1.955  -3.339  0.00
H  -0.283  2.655  -4.938  0.00
C  4.455  -4.204  0.988  0.00
C  3.532  -5.318  1.500  0.00
C  4.124  -6.605  1.882  0.00
O  3.868  -6.778  3.287  0.00
C  3.103  -5.779  3.663  0.00
O  2.700  -5.655  4.784  0.00
O  2.910  -4.876  2.697  0.00
H  5.053  -4.548  0.144  0.00
H  5.175  -3.864  1.733  0.00
H  3.900  -3.318  0.680  0.00
H  2.777  -5.463  0.728  0.00
H  5.194  -6.581  1.674  0.00
H  3.779  -7.515  1.390  0.00
C  4.971  0.190  1.699  0.00
C  5.390  -0.517  0.461  0.00
C  4.337  -0.649  -0.644  0.00
O  4.967  -0.302  -1.785  0.00
C  6.141  0.200  -1.536  0.00
O  6.961  0.498  -2.440  0.00
O  6.364  0.293  -0.179  0.00
H  4.702  1.208  1.417  0.00
H  5.689  0.220  2.519  0.00
H  4.061  -0.207  2.150  0.00
H  5.871  -1.466  0.697  0.00
H  3.613  0.155  -0.514  0.00
H  3.796  -1.595  -0.692  0.00
C  -1.917  0.268  -0.887  0.00
C  -0.829  0.396  0.239  0.00
C  -1.217  -0.085  1.600  0.00
O  -0.119  -0.778  2.071  0.00
C  0.797  -0.941  1.109  0.00
O  1.964  -1.480  1.272  0.00
O  0.359  -0.278  0.028  0.00
H  -2.847  0.724  -0.546  0.00
H  -2.215  -0.751  -1.136  0.00
H  -1.518  0.752  -1.778  0.00
H  -0.473  1.426  0.196  0.00
H  -2.112  -0.700  1.691  0.00
H  -1.429  0.749  2.269  0.00
C  -8.367  2.002  -0.540  0.00
C  -7.637  0.691  -0.365  0.00
C  -6.649  0.288  -1.445  0.00
O  -5.386  0.130  -0.738  0.00
C  -5.492  0.585  0.544  0.00
O  -4.566  0.613  1.369  0.00
O  -6.784  0.864  0.762  0.00
H  -7.690  2.849  -0.430  0.00
H  -9.026  2.222  0.300  0.00
H  -8.902  2.061  -1.488  0.00
H  -8.352  -0.120  -0.230  0.00
H  -6.476  1.173  -2.058  0.00
H  -6.943  -0.577  -2.040  0.00
C  0.426  -3.826  -1.174  0.00
C  0.572  -3.458  -2.629  0.00
C  -0.647  -3.330  -3.500  0.00
O  -0.594  -1.997  -3.842  0.00
C  0.453  -1.368  -3.392  0.00
O  0.783  -0.210  -3.606  0.00
O  1.126  -2.192  -2.579  0.00
H  -0.125  -4.745  -0.974  0.00
H  -0.288  -3.103  -0.778  0.00
H  1.289  -3.768  -0.511  0.00
H  1.295  -4.154  -3.055  0.00
H  -1.520  -3.578  -2.898  0.00
H  -0.671  -3.900  -4.429  0.00
C  3.740  -2.310  4.589  0.01
C  5.149  -2.855  4.554  0.01
C  6.298  -1.804  4.449  0.00
O  7.152  -2.159  5.520  0.05
C  6.471  -3.067  6.297  -0.03
O  6.842  -3.435  7.414  0.91
O  5.355  -3.413  5.807  0.04
H  3.567  -1.831  3.625  0.01
H  3.681  -1.516  5.333  0.00
H  2.965  -3.074  4.663  0.00
H  5.268  -3.640  3.806  0.00
H  6.056  -0.744  4.525  0.00
H  6.807  -1.883  3.488  0.01
C  -3.896  0.439  -4.466  0.00
C  -3.816  -1.115  -4.555  0.00
C  -4.572  -1.942  -3.450  0.00
O  -5.663  -2.515  -4.171  0.00
C  -5.495  -2.380  -5.502  0.00
O  -6.194  -2.824  -6.368  0.00
O  -4.504  -1.478  -5.737  0.00
H  -3.272  0.923  -5.216  0.00
H  -3.518  0.723  -3.484  0.00
H  -4.925  0.789  -4.552  0.00
H  -2.770  -1.405  -4.656  0.00
H  -4.779  -1.281  -2.609  0.00
H  -3.918  -2.753  -3.128  0.00
C  -5.718  6.125  0.127  0.00
C  -4.555  5.324  -0.455  0.00
C  -4.178  3.957  0.145  0.00
O  -4.044  3.106  -0.973  0.00
C  -4.534  3.633  -2.004  0.00
O  -4.709  3.038  -3.060  0.00
O  -4.870  4.929  -1.733  0.00
H  -6.668  5.598  0.047  0.00
H  -5.691  7.011  -0.507  0.00
H  -5.352  6.342  1.130  0.00
H  -3.694  5.964  -0.648  0.00
H  -4.940  3.641  0.858  0.00
H  -3.185  4.054  0.583  0.00
C  1.123  2.501  2.836  0.00
C  2.635  2.795  3.118  0.00
C  2.807  3.971  4.073  0.00
O  3.807  3.465  4.921  0.00
C  3.879  2.061  4.860  0.00
O  4.392  1.207  5.646  0.00
O  3.193  1.695  3.799  0.00
H  0.545  3.321  2.412  0.00
H  0.568  2.367  3.765  0.00
H  0.898  1.597  2.270  0.00
H  3.232  2.999  2.229  0.00
H  1.899  4.272  4.595  0.00
H  3.168  4.824  3.499  0.00

Values from the calculation:
- Orbital gap (spin up / spin down): 8.73 / 2.49 eV
- HOMO energy (spin up / spin down): -0.4447 / -0.4447 Ha
- Total charge: +1
- <S²>: 0.754
- ΔE to the lowest compared entry with this formula, charge and spin: 0.0 kJ/mol
- 2S+1: 2

***

Entry 2:
Entry from OMol25: a molecular structure, C4H4N2 (ωB97M-V with the def2-TZVPD basis set).

Each line ends with the Mulliken spin population.
Positions of all 10 atoms, in Å:
C  0.723  -0.676  0.281  0.03
C  -0.374  -0.209  -0.161  -0.05
C  0.559  0.830  0.273  0.00
C  -2.256  -0.532  -0.325  0.51
N  -3.193  -0.132  0.709  0.73
N  -3.156  0.587  -0.288  0.76
H  1.323  -1.492  0.668  0.00
H  0.548  1.388  1.322  0.00
H  1.213  1.300  -0.492  0.00
H  -2.602  -1.318  -0.978  0.03

Values from the calculation:
- Orbital gap (spin up / spin down): 8.12 / 7.10 eV
- HOMO energy (spin up / spin down): -0.2664 / -0.3648 Ha
- Total charge: 0
- <S²>: 2.013
- ΔE to the lowest compared entry with this formula, charge and spin: 532.4 kJ/mol
- 2S+1: 3

***

Entry 3:
Entry from OMol25: a molecular structure, H3PS2 (ωB97M-V with the def2-TZVPD basis set).

Each line ends with the Löwdin charge.
Positions of all 6 atoms, in Å:
P  1.263  0.900  -0.200  0.49
S  -1.920  -0.030  -0.535  0.00
S  -0.775  0.734  0.873  -0.12
H  1.037  -0.411  -0.523  -0.22
H  1.883  0.559  1.032  -0.17
H  -1.487  -1.753  -0.646  0.00

Values from the calculation:
- Orbital gap: 8.70 eV
- HOMO energy: -0.3247 Ha
- Total charge: 0
- ΔE to the lowest compared entry with this formula, charge and spin: 189.2 kJ/mol

***

Entry 4:
Entry from OMol25: a molecular structure, C45H49N4O2STl (ωB97M-V with the def2-TZVPD basis set).

Each line ends with the Löwdin charge.
Positions of all 102 atoms, in Å:
Tl  -0.384  -0.043  0.136  1.12
C  2.739  -0.469  3.809  -0.06
C  1.455  -1.090  4.366  -0.34
C  1.190  -2.445  3.713  -0.05
C  0.341  -0.038  4.356  -0.11
C  0.429  0.886  5.399  -0.05
C  -0.498  1.894  5.573  -0.07
C  -1.567  1.980  4.696  -0.04
C  -1.696  1.092  3.636  -0.13
C  -2.941  1.170  2.764  -0.38
C  -3.419  2.606  2.517  -0.08
C  -4.079  0.357  3.403  -0.04
C  -0.719  0.089  3.444  -0.16
N  -0.866  -0.777  2.317  0.01
C  -1.612  -1.868  2.492  -0.52
O  -2.093  -2.301  3.541  0.03
C  -1.892  -2.643  1.227  -0.16
C  -2.717  -3.753  1.218  0.03
C  -2.965  -4.377  0.003  -0.02
C  -2.391  -3.882  -1.161  0.02
C  -1.586  -2.762  -1.067  -0.18
N  -1.352  -2.186  0.106  0.07
C  -1.025  -2.080  -2.296  -0.50
O  -1.087  -2.680  -3.368  0.05
N  -0.552  -0.855  -2.055  0.00
C  -0.343  -0.004  -3.179  -0.18
C  0.933  0.160  -3.732  -0.14
C  1.089  0.980  -4.847  -0.04
C  0.006  1.633  -5.411  -0.07
C  -1.252  1.475  -4.850  -0.04
C  -1.447  0.670  -3.733  -0.14
C  -2.842  0.541  -3.146  -0.37
C  -3.504  1.908  -2.934  -0.07
C  -3.726  -0.346  -4.031  -0.05
C  2.119  -0.620  -3.204  -0.37
C  2.450  -1.782  -4.145  -0.04
C  3.347  0.261  -2.982  -0.06
H  3.533  -1.218  3.731  0.08
H  3.097  0.347  4.440  0.08
H  2.547  -0.061  2.817  0.04
H  1.629  -1.296  5.425  0.13
H  1.130  -2.369  2.629  0.05
H  0.264  -2.888  4.080  0.08
H  2.016  -3.119  3.955  0.08
H  1.247  0.789  6.106  0.11
H  -0.405  2.591  6.397  0.10
H  -2.319  2.744  4.850  0.11
H  -2.713  0.712  1.801  0.09
H  -3.897  3.021  3.407  0.07
H  -4.163  2.619  1.716  0.08
H  -2.605  3.278  2.239  0.07
H  -4.380  0.829  4.342  0.09
H  -3.761  -0.663  3.624  0.07
H  -4.948  0.322  2.740  0.08
H  -3.147  -4.085  2.153  0.12
H  -3.618  -5.240  -0.039  0.11
H  -2.558  -4.320  -2.135  0.12
H  2.068  1.085  -5.300  0.11
H  0.137  2.248  -6.293  0.10
H  -2.099  1.984  -5.296  0.11
H  -2.751  0.062  -2.170  0.11
H  -3.775  2.370  -3.886  0.07
H  -2.842  2.600  -2.409  0.07
H  -4.420  1.800  -2.348  0.08
H  -3.894  0.139  -4.997  0.08
H  -4.698  -0.513  -3.560  0.08
H  -3.251  -1.311  -4.213  0.08
H  1.822  -1.052  -2.252  0.09
H  2.788  -1.408  -5.115  0.08
H  1.568  -2.405  -4.310  0.08
H  3.243  -2.407  -3.723  0.08
H  3.727  0.657  -3.926  0.08
H  4.156  -0.321  -2.530  0.08
H  3.121  1.109  -2.332  0.06
S  4.455  0.407  0.699  1.11
C  2.799  0.776  0.465  -0.43
N  2.013  -0.238  0.280  -0.02
C  2.724  -1.439  0.297  -0.32
C  2.186  -2.711  0.106  -0.01
C  3.033  -3.795  0.162  -0.05
C  4.406  -3.628  0.400  -0.07
C  4.951  -2.374  0.580  -0.07
C  4.091  -1.276  0.520  -0.46
H  2.450  1.804  0.475  0.07
H  1.125  -2.831  -0.084  0.10
H  2.633  -4.791  0.023  0.11
H  5.051  -4.496  0.437  0.11
H  6.010  -2.244  0.763  0.11
C  -0.921  2.051  -0.150  -0.16
C  0.261  2.923  -0.380  -0.32
C  0.713  3.184  -1.672  -0.03
C  1.774  4.054  -1.885  -0.07
C  2.406  4.667  -0.811  -0.09
C  1.976  4.395  0.483  -0.09
C  0.914  3.527  0.696  -0.08
H  -1.586  1.957  -1.004  0.03
H  -1.466  2.267  0.760  0.02
H  0.233  2.696  -2.515  0.10
H  2.106  4.254  -2.897  0.11
H  3.223  5.359  -0.979  0.10
H  2.464  4.866  1.328  0.11
H  0.583  3.308  1.708  0.12

Values from the calculation:
- Orbital gap: 7.94 eV
- HOMO energy: -0.2958 Ha
- Total charge: 0

***

- Among the records above, which one has the highest total charge?
  C40H60O30

***

- What is the total charge in the third record?
  0

***

- What is the total charge in the first record?
  +1